Below is an isolated molecule of C5H8N2O in a non-equilibrium geometry, with properties calculated with wB97M-V/def2-TZVPD.

The geometry in XYZ format:
```
16
Properties=species:S:1:pos:R:3:forces:R:3
C 1.7860 -0.0107 -0.3939 -4.250 -0.083 -3.158
N 1.4655 -1.4550 -0.4847 -0.643 -1.445 1.046
C -0.0035 -1.6270 -0.2418 -0.192 1.719 -1.077
C -0.3399 -0.4780 0.7766 0.515 0.902 -1.707
C -1.6956 0.2165 0.6021 -0.560 -0.608 2.987
O -1.5028 1.4520 0.0053 1.088 2.127 -0.830
N -0.1052 1.7252 -0.2442 0.627 -3.994 0.922
C 0.5190 0.6224 0.1472 -1.257 1.457 -0.856
H 2.5496 0.0031 0.2002 4.614 0.918 3.471
H 1.9835 0.4701 -1.3442 0.334 -0.038 -0.296
H 1.7025 -1.9409 -1.3473 0.167 0.641 0.211
H -0.4536 -2.6126 0.0542 1.100 0.706 -0.456
H -0.3319 -1.2585 -1.2724 -1.243 -0.791 1.440
H 0.0537 -0.6097 1.7983 -0.559 -0.473 -0.319
H -2.1939 0.4529 1.5939 0.600 -0.599 -0.809
H -2.4061 -0.3509 0.0361 -0.340 -0.439 -0.568
```
Positions in Å, forces in eV/Å.

electronic energy = -379.94308 a.u.
SMILES = C1NC[C@@H]2CON=C12
energy above the lowest of the compared OMol25 structures with the same formula, charge and spin = 380.9 kJ/mol

Partial charges, Löwdin, in e: C -0.126; N -0.074; C -0.150; C -0.189; C -0.199; O -0.146; N 0.158; C -0.218; H 0.049; H 0.124; H 0.104; H 0.126; H 0.140; H 0.154; H 0.137; H 0.110